(1)
Entry from the OMol25 dataset: a molecular structure, C40H20BrIN11Rh (ωB97M-V/def2-TZVPD).

## Properties
- Orbital gap (alpha / beta): 0.18125 / 0.18097 Ha
- HOMO (alpha / beta): -6.778 / -6.775 eV
- Net charge: 0

Each line ends with the Löwdin charge.
Positions of all 74 atoms, in Å:
Rh (-0.3673, -0.1882, 0.0705)  1.21
C (-1.5446, -6.5529, -0.8111)  -0.07
C (-1.7477, -6.1780, -2.1490)  -0.07
C (-1.5226, -4.8833, -2.5749)  -0.01
C (-1.0856, -3.9649, -1.6254)  -0.10
C (-0.8019, -2.5400, -1.7076)  -0.25
N (-0.8832, -1.8255, -2.8175)  0.22
C (-0.6878, -0.5281, -2.8784)  -0.26
C (-0.6656, 0.2372, -4.1202)  -0.10
C (-0.8697, -0.1361, -5.4426)  0.00
C (-0.8092, 0.8587, -6.4016)  -0.07
C (-0.5481, 2.1924, -6.0528)  -0.07
C (-0.3476, 2.5622, -4.7350)  -0.02
C (-0.4144, 1.5613, -3.7730)  -0.12
C (-0.3154, 1.6058, -2.3178)  -0.30
N (-0.1742, 2.7195, -1.6285)  0.20
C (-0.1164, 2.7685, -0.3137)  -0.33
N (-0.0300, 1.7190, 0.5551)  0.01
C (0.0135, 2.1831, 1.8390)  -0.26
N (0.1360, 1.4701, 2.9416)  0.22
C (0.1720, 0.1494, 2.9767)  -0.25
N (0.0142, -0.7178, 1.9406)  0.00
C (0.0209, -2.0069, 2.3969)  -0.27
N (-0.2106, -3.1034, 1.7117)  0.22
C (-0.4747, -3.1421, 0.4170)  -0.26
N (-0.4135, -2.1101, -0.4745)  0.01
C (-0.8782, -4.3395, -0.2990)  -0.10
C (-1.1082, -5.6424, 0.1309)  -0.01
C (0.2452, -1.9723, 3.8372)  -0.11
C (0.3074, -2.9833, 4.7862)  0.00
C (0.4757, -2.6058, 6.1061)  -0.07
C (0.5764, -1.2553, 6.4699)  -0.07
C (0.5064, -0.2492, 5.5233)  0.00
C (0.3363, -0.6306, 4.1993)  -0.10
C (-0.0564, 3.6367, 1.8019)  -0.10
C (-0.0874, 4.5895, 2.8129)  0.00
C (-0.2081, 5.9129, 2.4323)  -0.07
C (-0.2917, 6.2799, 1.0800)  -0.07
C (-0.2521, 5.3316, 0.0747)  0.00
C (-0.1313, 4.0017, 0.4594)  -0.12
N (-0.4728, 0.3386, -1.8436)  0.01
H (-1.7409, -7.5752, -0.5147)  0.10
H (-2.0938, -6.9208, -2.8559)  0.10
H (-1.6822, -4.5841, -3.6020)  0.11
H (-1.0721, -1.1662, -5.7036)  0.12
H (-0.9686, 0.6075, -7.4420)  0.10
H (-0.5047, 2.9424, -6.8320)  0.10
H (-0.1480, 3.5879, -4.4526)  0.12
H (-0.9556, -5.9209, 1.1648)  0.12
H (0.2165, -4.0218, 4.4979)  0.12
H (0.5194, -3.3642, 6.8768)  0.10
H (0.7025, -0.9992, 7.5137)  0.10
H (0.5698, 0.7956, 5.7958)  0.12
H (-0.0318, 4.2990, 3.8534)  0.12
H (-0.2479, 6.6842, 3.1904)  0.10
H (-0.3959, 7.3264, 0.8243)  0.10
H (-0.3242, 5.6015, -0.9708)  0.12
N (-4.0892, -1.5466, 4.5001)  0.13
C (-3.6987, -1.6078, 3.4163)  -0.34
N (-3.2730, -1.7907, 2.1772)  0.14
C (-2.7455, -1.0279, 1.3629)  -0.31
N (-2.2643, -0.3866, 0.4738)  -0.05
Br (-5.0716, 5.1894, 0.5987)  0.71
C (-4.4048, 5.1129, -1.1665)  -0.74
C (-4.5447, 6.2497, -1.9533)  -0.14
C (-4.0617, 6.2591, -3.2512)  -0.08
C (-3.4371, 5.1311, -3.7635)  -0.08
C (-3.2986, 4.0007, -2.9751)  -0.16
C (-3.7824, 3.9771, -1.6702)  -0.73
I (-3.4905, 2.2298, -0.5737)  1.05
H (-5.0316, 7.1222, -1.5401)  0.10
H (-4.1760, 7.1478, -3.8579)  0.11
H (-3.0595, 5.1243, -4.7781)  0.10
H (-2.8131, 3.1206, -3.3747)  0.08

(2)
Entry from the OMol25 dataset: a molecular structure, C40H26BrF4MnN2O5PS (ωB97M-V/def2-TZVPD).

## Properties
- 2S+1: 6
- Orbital gap (alpha / beta): 0.20264 / 0.21163 Ha
- HOMO (alpha / beta): -1.628 / -1.873 eV
- Net charge: -2

Each line ends with the Mulliken spin population.
Positions of all 81 atoms, in Å:
Mn (1.9957, 0.5228, 0.2819)  4.69
C (4.3922, -1.7990, 2.9305)  0.00
O (3.9515, -1.3135, 4.2604)  0.00
C (3.1996, -0.1769, 4.3654)  -0.01
C (3.3590, 0.4533, 5.5730)  0.00
C (2.8198, 1.7420, 5.7782)  0.01
C (2.0774, 2.3707, 4.8174)  0.00
C (1.8202, 1.7693, 3.5750)  0.02
C (0.9575, 2.4643, 2.5549)  0.01
N (0.8922, 2.1410, 1.3118)  0.11
N (0.1536, 2.9952, 0.4848)  -0.02
C (0.0167, 2.4556, -0.7220)  0.00
O (0.4980, 1.3642, -1.1240)  0.04
C (-0.8529, 3.2888, -1.6471)  0.01
C (-1.2911, 2.7233, -2.8646)  0.00
C (-2.2880, 3.4228, -3.5603)  0.00
C (-2.8124, 4.6059, -3.0769)  0.00
C (-2.3222, 5.1474, -1.8897)  0.00
C (-1.3108, 4.5293, -1.2022)  0.00
C (2.3244, 0.4194, 3.4095)  0.00
O (2.1037, -0.2137, 2.3382)  0.02
H (3.5463, -1.7563, 2.2220)  0.00
H (4.6327, -2.8480, 3.0008)  0.00
H (5.2709, -1.2076, 2.6574)  0.00
H (3.9198, -0.0391, 6.3673)  0.00
H (2.9839, 2.1845, 6.7195)  0.00
H (1.7067, 3.4021, 4.9275)  0.00
H (0.4215, 3.3438, 2.9497)  0.01
H (-0.8436, 1.8077, -3.2211)  0.00
H (-2.6152, 3.0191, -4.5424)  0.00
H (-3.6773, 5.1107, -3.5740)  0.00
H (-2.8429, 5.9617, -1.4003)  0.00
H (-1.0238, 4.9289, -0.2640)  0.00
O (2.6977, -3.2827, -1.2297)  0.01
C (2.8023, -2.0378, -1.2603)  -0.03
O (1.9562, -1.2159, -0.7507)  0.01
C (3.8667, -1.4664, -2.1200)  0.03
C (4.3462, -2.2674, -3.1644)  0.00
C (5.3169, -1.7819, -4.0332)  0.01
C (5.8623, -0.5296, -3.8508)  0.00
C (5.4572, 0.2548, -2.8009)  0.00
C (4.4794, -0.1674, -1.8773)  -0.01
S (4.2410, 0.9670, -0.6065)  0.06
H (3.8436, -3.1956, -3.2952)  0.00
H (5.5968, -2.3773, -4.9021)  0.00
H (6.5820, -0.1732, -4.5440)  0.00
H (5.8503, 1.2768, -2.7086)  0.00
F (-5.2202, -3.9215, 3.9280)  0.00
C (-4.3455, -3.2923, 3.1073)  0.00
C (-4.4428, -3.4153, 1.7735)  0.00
F (-5.4027, -4.1814, 1.2299)  0.00
C (-3.6215, -2.6152, 0.9798)  0.00
F (-3.8198, -2.6852, -0.3504)  0.00
C (-2.6412, -1.8101, 1.4955)  0.01
P (-1.5043, -0.7606, 0.3814)  0.04
C (-1.1573, -1.8938, -1.0366)  0.00
C (-1.1198, -1.4002, -2.3432)  0.00
C (-0.8925, -2.2988, -3.3635)  0.00
C (-0.6290, -3.6337, -3.1183)  0.00
C (-0.6895, -4.1361, -1.8428)  0.00
C (-0.8537, -3.2432, -0.7890)  0.00
C (-2.7596, 0.3153, -0.2944)  -0.02
C (-2.8652, 1.5542, 0.3957)  0.00
C (-3.8796, 2.4437, 0.0604)  0.00
C (-4.8718, 2.1120, -0.8902)  0.00
C (-4.7854, 0.8851, -1.5549)  0.00
C (-3.7297, 0.0146, -1.3096)  0.00
C (-2.5094, -1.7056, 2.8610)  0.00
Br (-1.2457, -0.6452, 3.6710)  0.00
C (-3.3896, -2.4442, 3.6752)  0.00
F (-3.3381, -2.3946, 5.0187)  0.00
H (-1.2975, -0.3362, -2.5562)  0.00
H (-0.8434, -1.9680, -4.3607)  0.00
H (-0.3635, -4.2611, -3.9653)  0.00
H (-0.3502, -5.1530, -1.6683)  0.00
H (-0.7982, -3.6561, 0.2116)  0.00
H (-2.0854, 1.7816, 1.1298)  0.00
H (-3.7924, 3.4216, 0.5166)  0.00
H (-5.7053, 2.7706, -1.0588)  0.00
H (-5.5284, 0.6403, -2.3368)  0.00
H (-3.5835, -0.9105, -1.8891)  0.00

(3)
Entry from the OMol25 dataset: a molecular structure, C40H27F9InO14S (ωB97M-V/def2-TZVPD).

## Properties
- Orbital gap: 0.20911 Ha
- HOMO: -6.121 eV
- Net charge: -1

Each line ends with the Löwdin charge.
Positions of all 92 atoms, in Å:
O (1.6266, -2.5618, -1.7194)  -0.48
S (0.9028, -2.8090, -3.1002)  0.62
O (-0.0396, -4.0172, -2.8668)  -0.47
In (2.6369, -3.2552, -4.9128)  0.28
C (-0.0133, -1.2462, -3.6980)  -0.29
F (-0.3475, -0.3117, -2.5826)  -0.03
F (1.0090, -0.5111, -4.5341)  -0.09
C (-1.2639, -1.5720, -4.7083)  -0.10
F (-0.7762, -2.6603, -5.6320)  0.00
F (-1.4040, -0.3578, -5.5957)  0.02
C (-2.6708, -1.9720, -3.9678)  -0.07
F (-2.5569, -2.2502, -2.5141)  0.05
F (-3.6527, -0.8577, -4.2453)  0.00
C (-3.3942, -3.3289, -4.6263)  -0.11
F (-4.6717, -3.5076, -3.8458)  0.02
F (-3.6319, -3.1856, -6.0965)  0.04
F (-2.5922, -4.5727, -4.3266)  0.04
H (2.0084, -4.2955, -6.2392)  -0.13
H (3.0260, -1.6247, -5.6490)  -0.11
H (4.2010, -3.8542, -4.2089)  -0.13
C (4.3969, -4.0558, 3.5638)  0.00
C (4.0181, -5.2178, 3.0231)  0.02
C (3.4206, -5.2766, 1.6745)  -0.38
O (3.0717, -6.3396, 1.1796)  0.10
C (3.2597, -4.0024, 0.9463)  0.04
C (3.6385, -2.8403, 1.4870)  0.03
C (4.2360, -2.7815, 2.8356)  -0.38
O (4.5849, -1.7186, 3.3305)  0.08
H (4.8361, -3.9950, 4.5521)  0.11
H (4.1302, -6.1611, 3.5442)  0.12
H (2.8205, -4.0632, -0.0420)  0.11
H (3.5264, -1.8970, 0.9659)  0.13
C (-0.8140, 3.4246, -1.1949)  0.03
C (-0.0311, 2.8650, -2.1224)  0.05
C (1.0686, 3.6206, -2.7540)  -0.37
O (1.7844, 3.1098, -3.6044)  0.11
C (1.2706, 5.0172, -2.3200)  0.02
C (0.4877, 5.5769, -1.3925)  0.01
C (-0.6120, 4.8213, -0.7609)  -0.37
O (-1.3278, 5.3321, 0.0895)  0.07
H (-1.6254, 2.8847, -0.7223)  0.07
H (-0.1660, 1.8414, -2.4509)  0.10
H (2.0820, 5.5572, -2.7926)  0.12
H (0.6226, 6.6005, -1.0640)  0.11
C (8.2811, -2.6039, 6.4341)  0.02
C (7.7874, -2.7250, 5.1980)  0.03
C (8.0990, -3.8999, 4.3604)  -0.38
O (7.6492, -4.0106, 3.2282)  0.11
C (8.9755, -4.9360, 4.9419)  0.02
C (9.4692, -4.8149, 6.1779)  0.02
C (9.1576, -3.6400, 7.0156)  -0.39
O (9.6074, -3.5293, 8.1478)  0.09
H (8.0630, -1.7483, 7.0615)  0.12
H (7.1426, -1.9741, 4.7576)  0.12
H (9.1936, -5.7917, 4.3145)  0.12
H (10.1141, -5.5659, 6.6184)  0.12
C (-4.5911, 0.9148, -1.9925)  0.04
C (-5.8734, 0.9512, -2.3675)  0.03
C (-6.8488, 1.8188, -1.6782)  -0.38
O (-8.0231, 1.8513, -2.0196)  0.10
C (-6.3523, 2.6452, -0.5601)  0.02
C (-5.0700, 2.6088, -0.1850)  0.03
C (-4.0945, 1.7413, -0.8743)  -0.34
O (-2.9203, 1.7088, -0.5330)  0.07
H (-3.8629, 0.2835, -2.4868)  0.09
H (-6.2530, 0.3516, -3.1862)  0.12
H (-7.0805, 3.2765, -0.0657)  0.12
H (-4.6904, 3.2084, 0.6336)  0.13
C (-1.6425, -4.3249, 1.2738)  0.04
C (-2.9249, -4.2884, 0.8987)  0.02
C (-3.9003, -3.4209, 1.5880)  -0.39
O (-5.0746, -3.3884, 1.2466)  0.09
C (-3.4037, -2.5944, 2.7061)  0.02
C (-2.1214, -2.6309, 3.0812)  0.02
C (-1.1460, -3.4984, 2.3919)  -0.38
O (0.0283, -3.5309, 2.7332)  0.10
H (-0.9143, -4.9561, 0.7794)  0.13
H (-3.3044, -4.8881, 0.0800)  0.12
H (-4.1320, -1.9632, 3.2005)  0.12
H (-1.7418, -2.0312, 3.8998)  0.12
C (-4.3728, 10.5562, 0.4856)  0.02
C (-5.0735, 9.4288, 0.6414)  0.02
C (-4.4755, 8.1096, 0.3563)  -0.38
O (-5.1167, 7.0773, 0.4968)  0.10
C (-3.0734, 8.0845, -0.1057)  0.03
C (-2.3727, 9.2119, -0.2615)  0.03
C (-2.9708, 10.5311, 0.0235)  -0.39
O (-2.3296, 11.5634, -0.1169)  0.09
H (-4.7965, 11.5320, 0.6895)  0.12
H (-6.1026, 9.4305, 0.9802)  0.12
H (-2.6497, 7.1087, -0.3096)  0.09
H (-1.3437, 9.2102, -0.6004)  0.12

We obtain ΔE to the lowest compared entry with this formula, charge and spin values of 58.3; 25.5; 394.6 kJ/mol for the records listed above, in that order.
We obtain calculated total energy values of -139349.49520; -187479.14026; -111036.19713 eV for the records listed above, in that order.